(1)
Density functional theory data (ωB97M-V with the def2-TZVPD basis set) for C24H18IrN9 as an isolated structure in a non-equilibrium geometry.

- HOMO energy (eV) = -14.155
- LUMO (eV) = -8.60
- electronic energy (Eh) = -1522.008637

Structure (ORCA input):
```
! wB97M-V def2-TZVPD RIJCOSX def2/J DEFGRID3
* xyz 2 1
Ir -1.32 1.25 0.09
N -1.95 -0.38 -0.77
N -0.13 0.12 1.24
N -2.11 3.10 2.78
N 0.74 4.86 0.55
N 0.95 6.43 2.22
N 1.55 -8.63 -0.04
N -0.79 3.10 0.85
N -0.63 4.80 2.48
N -0.05 2.01 -1.45
C 0.29 1.36 -2.56
C 0.67 -5.45 -1.20
C 1.23 -7.53 -0.03
C -1.49 -1.68 -0.72
C -1.17 3.69 2.03
C 1.82 -0.27 2.30
C 0.26 -1.19 0.94
C 0.26 -4.13 -1.17
C -2.30 -2.47 -1.57
C -3.00 -0.35 -1.63
C 1.47 -1.43 1.62
C 0.23 -4.19 1.24
C 0.16 3.77 0.16
C 0.03 -3.48 0.05
C 1.31 1.83 -3.38
C 1.95 3.01 -3.04
C 0.63 -5.51 1.22
C 0.83 0.66 2.04
C 0.34 5.36 1.75
C 0.84 -6.15 -0.01
C -0.42 -2.09 0.09
C -3.24 -1.62 -2.15
C 1.57 3.70 -1.90
C 0.57 3.16 -1.11
H -2.39 3.54 3.64
H 0.75 1.66 2.43
H -3.99 -1.87 -2.88
H 1.58 1.26 -4.26
H 0.84 -5.95 -2.15
H 0.75 -6.06 2.14
H -0.25 0.46 -2.80
H 0.17 -3.58 -2.10
H 1.69 6.86 1.69
H 2.69 -0.10 2.91
H -2.62 2.30 2.45
H 0.65 6.84 3.09
H -3.55 0.56 -1.83
H 2.03 -2.35 1.57
H -2.23 -3.53 -1.72
H 2.74 3.40 -3.67
H 0.02 -3.72 2.19
H 2.03 4.62 -1.60
*
```


(2)
Density functional theory data (ωB97M-V with the def2-TZVPD basis set) for a 2-piece molecular cluster, C6H14O2 overall in a non-equilibrium geometry.

- HOMO energy (alpha / beta) (eV) = 0.525 / -3.435
- LUMO (alpha / beta) (eV) = 4.01 / 3.84
- energy relative to the best compared isomer or geometry (same formula, charge and spin) (kcal per mole) = 12.7
- electronic energy (Eh) = -387.408305
- <S²> = 0.7530

Structure (ORCA input):
```
! wB97M-V def2-TZVPD RIJCOSX def2/J DEFGRID3
* xyz -1 2
O -4.60 -1.57 -1.59
O -1.39 -0.31 -1.30
C -1.21 1.11 -1.04
C 0.15 1.43 -0.59
C 2.15 -1.46 1.73
C 0.74 0.76 0.49
C 2.21 0.89 0.76
C 2.83 -0.08 1.79
H -1.45 1.67 -1.96
H 2.71 0.72 -0.21
H 0.63 2.28 -1.08
H -2.04 1.37 -0.35
H 2.69 -2.21 2.33
H 2.42 1.92 1.08
H -3.94 -2.28 -1.68
H -4.00 -0.84 -1.38
H 2.14 -1.78 0.69
H 3.86 -0.27 1.51
H 2.73 0.35 2.79
H 1.11 -1.38 2.07
H 0.05 0.18 1.10
H -0.49 -0.68 -1.29
*
```


(3)
Density functional theory data (ωB97M-V with the def2-TZVPD basis set) for an isolated molecule of C3H2N2OS in a non-equilibrium geometry.

- HOMO energy (eV) = -9.202
- LUMO (eV) = -1.89
- SMILES string = O=C1C=NNC1=S
- energy relative to the best compared isomer or geometry (same formula, charge and spin) (kcal per mole) = 21.2
- electronic energy (Eh) = -698.407333

Structure (ORCA input):
```
! wB97M-V def2-TZVPD RIJCOSX def2/J DEFGRID3
* xyz 0 1
S -2.05 -0.08 0.00
O 0.44 2.06 0.00
N 1.67 -1.17 0.00
N 0.31 -1.37 0.00
C -0.43 -0.25 0.00
C 0.64 0.88 0.00
C 1.90 0.10 0.00
H -0.01 -2.34 0.00
H 2.87 0.50 0.01
*
```


(4)
Density functional theory data (ωB97M-V with the def2-TZVPD basis set) for C19H16Cl5N2OS3Tc as an isolated structure in a non-equilibrium geometry.

- HOMO energy (alpha / beta) (eV) = -10.679 / -10.784
- LUMO (alpha / beta) (eV) = -3.87 / -4.39
- energy relative to the best compared isomer or geometry (same formula, charge and spin) (kcal per mole) = 9.6
- electronic energy (Eh) = -4494.465980
- <S²> = 0.7650

Structure (ORCA input):
```
! wB97M-V def2-TZVPD RIJCOSX def2/J DEFGRID3
* xyz 1 2
Tc -0.28 -1.35 -0.34
Cl -0.87 -5.40 -4.66
Cl -3.36 -0.59 -4.62
Cl -2.82 -3.38 -6.00
Cl 0.56 -4.68 -1.99
Cl -1.91 0.00 -1.83
S 1.70 -0.65 -1.14
S -0.48 1.23 0.36
S 2.01 2.04 -2.37
O 0.81 -0.03 -3.49
N 0.48 1.16 2.88
N 0.44 3.20 1.77
C -2.34 -1.77 -3.90
C 0.53 0.79 -4.64
C -1.73 -1.52 -2.69
C 0.93 3.89 2.82
C 1.21 3.17 3.96
C -1.13 -1.37 1.79
C -1.80 -2.39 1.10
C 1.13 5.35 2.65
C -0.88 -2.39 -2.04
C 1.46 0.52 -2.47
C -1.21 -3.91 -3.89
C -0.82 -3.32 0.65
C -0.60 -3.59 -2.67
C 0.20 1.85 1.79
C -2.08 -3.00 -4.50
C 0.47 -2.89 1.11
C 1.29 0.94 5.13
C 0.27 -1.67 1.80
C 0.98 1.79 3.94
H 2.14 0.30 4.89
H 1.03 -1.04 2.23
H -1.58 -0.50 2.24
H -2.87 -2.45 0.92
H 0.44 0.30 5.35
H -0.09 1.64 -4.35
H 1.84 5.54 1.84
H 1.54 1.54 6.00
H 0.23 3.68 0.91
H 1.40 -3.39 0.95
H 0.19 5.84 2.39
H -1.01 -4.22 0.09
H 0.01 0.14 -5.33
H 1.47 1.15 -5.06
H 1.51 5.80 3.56
H 1.61 3.67 4.84
*
```


(5)
Density functional theory data (ωB97M-V with the def2-TZVPD basis set) for a 2-piece molecular cluster, C4H13NO2 overall in a non-equilibrium geometry.

- HOMO energy (eV) = -9.458
- LUMO (eV) = 0.83
- SMILES string = CN[C@@H](C)CO.O
- energy relative to the best compared isomer or geometry (same formula, charge and spin) (kcal per mole) = 43.1
- electronic energy (Eh) = -365.373878

Structure (ORCA input):
```
! wB97M-V def2-TZVPD RIJCOSX def2/J DEFGRID3
* xyz 0 1
O 0.53 -1.79 -2.40
O -0.54 -1.58 2.05
N 0.44 0.58 -0.85
C 0.46 -0.13 0.46
C -0.62 1.67 -1.00
C 0.45 0.83 1.64
C -0.68 -1.19 0.69
H 1.35 1.14 -0.90
H 1.45 -0.56 0.48
H -1.52 1.17 -0.59
H -0.39 1.37 1.57
H -0.44 2.63 -0.41
H 0.25 -1.56 -3.29
H -0.42 -1.92 -0.09
H -0.80 1.95 -2.06
H -1.61 -0.75 0.51
H -0.25 -2.51 1.83
H 1.43 1.25 1.68
H 0.27 0.31 2.55
H 0.63 -0.90 -1.87
*
```


(6)
Density functional theory data (ωB97M-V with the def2-TZVPD basis set) for C7H7GdO6S as an isolated structure in a non-equilibrium geometry.

- HOMO energy (alpha / beta) (eV) = -15.739 / -18.280
- LUMO (alpha / beta) (eV) = -9.68 / -9.72
- energy relative to the best compared isomer or geometry (same formula, charge and spin) (kcal per mole) = 113.7
- electronic energy (Eh) = -1885.359015
- <S²> = 15.8111

Structure (ORCA input):
```
! wB97M-V def2-TZVPD RIJCOSX def2/J DEFGRID3
* xyz 2 8
Gd -0.40 -1.43 0.63
S 1.18 -1.85 3.82
O -0.16 2.18 0.23
O 2.25 0.39 -1.08
O 0.91 -1.54 2.33
O 0.02 3.53 -2.89
O 0.02 -2.64 -1.31
O -3.01 0.80 -0.58
C -0.32 -1.00 4.45
C -2.22 0.02 -0.32
C 0.50 -1.51 -1.66
C 0.64 -3.48 4.15
C 1.33 -0.26 -0.70
C 0.05 2.43 -2.54
C -0.18 1.07 0.46
H -1.22 -1.57 4.33
H 1.16 -4.19 3.50
H 0.65 -1.14 -2.70
H 0.96 -3.73 5.22
H -0.39 -0.01 4.02
H -0.09 -0.91 5.53
H -0.45 -3.63 4.13
*
```


(7)
Density functional theory data (ωB97M-V with the def2-TZVPD basis set) for C12H16As2F12NO4PS2W as an isolated structure in a non-equilibrium geometry.

- HOMO energy (alpha / beta) (eV) = -19.048 / -19.054
- LUMO (alpha / beta) (eV) = -14.49 / -14.38
- energy relative to the best compared isomer or geometry (same formula, charge and spin) (kcal per mole) = 65.9
- electronic energy (Eh) = -7696.147053
- <S²> = 0.7722

Structure (ORCA input):
```
! wB97M-V def2-TZVPD RIJCOSX def2/J DEFGRID3
* xyz 3 2
W 0.60 0.47 -0.98
As -0.41 -1.87 -0.73
As 0.12 0.50 1.51
S 3.28 0.21 -2.00
S 3.58 2.48 -0.95
P -1.89 2.43 -1.63
F 3.43 4.18 1.02
F 1.54 -1.67 -2.98
F -3.37 2.15 -1.37
F -1.56 2.29 -0.07
F 1.52 3.36 0.34
F -1.44 0.49 -1.48
F -1.81 3.95 -1.61
F 2.15 -0.37 -4.53
F 0.50 0.25 -3.16
F -1.88 2.16 -3.13
F 2.85 2.14 1.53
F -0.05 2.28 -1.74
O 2.02 -0.54 -0.54
O 4.30 0.39 -3.01
O 4.33 1.25 -0.54
O 4.18 3.56 -1.62
N 2.34 1.62 -1.71
C -2.35 -0.42 2.66
C -3.47 -1.24 2.73
C 2.81 3.12 0.62
C -2.88 -2.30 0.65
C 1.83 -0.41 -3.30
C 1.22 -0.58 2.67
C 0.63 -3.32 -0.03
C -0.33 2.01 2.60
C -1.49 -0.53 1.60
C -1.41 -2.71 -2.13
C -3.73 -2.19 1.74
C -1.74 -1.52 0.59
H 1.55 -1.50 2.19
H -0.77 -2.86 -2.99
H 0.46 2.75 2.59
H 2.09 0.00 2.98
H -2.28 -2.12 -2.40
H -2.20 0.32 3.45
H -1.69 -3.68 -1.72
H 0.58 -0.79 3.52
H -4.16 -1.13 3.56
H 1.52 -3.00 0.50
H -0.42 1.59 3.60
H 0.92 -3.94 -0.87
H -3.12 -3.01 -0.13
H -4.60 -2.83 1.82
H -1.26 2.45 2.25
H -0.04 -3.86 0.63
*
```


(8)
Density functional theory data (ωB97M-V with the def2-TZVPD basis set) for an isolated molecule of C25H36N4O4 in a non-equilibrium geometry.

- HOMO energy (eV) = -8.490
- LUMO (eV) = 0.58
- SMILES string = CCCCCC(=O)Nc1cccc(C2=NO[C@@]3(C2)C[C@H](C(N)=O)N(C(=O)CCCCC)C3)c1
- energy relative to the best compared isomer or geometry (same formula, charge and spin) (kcal per mole) = 8.3
- electronic energy (Eh) = -1494.268988

Structure (ORCA input):
```
! wB97M-V def2-TZVPD RIJCOSX def2/J DEFGRID3
* xyz 0 1
O -6.62 -1.26 1.22
O 6.54 -0.43 -0.75
O 3.44 -2.92 1.25
O 1.07 -1.10 -2.32
N -0.19 -1.15 -1.82
N 4.31 -0.53 -1.00
N -5.03 -1.20 -0.41
N 5.53 -2.08 1.21
C 5.76 1.79 1.73
C 3.01 0.00 -1.34
C 5.48 0.14 -1.01
C -7.23 0.33 -1.77
C -0.19 -1.23 -0.55
C -2.64 -1.22 -0.42
C 5.44 1.60 -1.40
C 1.20 -1.24 0.03
C -1.41 -1.29 0.23
C -7.22 1.52 -0.80
C 6.03 2.90 0.71
C 6.50 2.42 -0.66
C 4.35 -2.38 0.66
C 7.02 1.05 2.15
C -8.50 2.88 0.89
C -3.78 -1.40 1.69
C 4.28 -1.98 -0.83
C 2.04 -1.19 -1.25
C -8.47 1.59 0.07
C -6.31 -1.17 0.05
C -2.56 -1.47 2.33
C -3.83 -1.27 0.31
C -1.38 -1.42 1.62
C -7.33 -1.03 -1.07
C 2.96 -2.40 -1.47
H -4.70 -1.44 2.26
H 1.40 -2.14 0.61
H 5.05 1.07 1.31
H -9.39 2.92 1.51
H 7.76 1.76 2.53
H 5.69 -2.28 2.19
H 4.46 2.03 -1.23
H -0.43 -1.49 2.14
H 2.56 -3.30 -1.00
H -6.34 1.45 -0.15
H -8.50 3.75 0.24
H 5.64 1.64 -2.47
H 5.29 2.23 2.61
H -8.08 0.43 -2.45
H -2.53 -1.57 3.41
H -4.90 -1.12 -1.41
H 7.40 1.82 -0.56
H 5.15 -2.42 -1.33
H -7.14 2.44 -1.38
H 3.07 -2.57 -2.54
H 1.36 -0.38 0.67
H 2.72 0.81 -0.66
H 6.80 0.34 2.94
H -2.65 -1.13 -1.49
H -7.63 2.93 1.54
H -9.36 1.55 -0.56
H 6.75 3.30 -1.26
H -8.50 0.74 0.75
H 3.00 0.38 -2.37
H -6.32 0.37 -2.37
H -7.18 -1.83 -1.79
H -8.32 -1.15 -0.62
H 5.11 3.49 0.58
H 6.24 -1.58 0.67
H 6.79 3.57 1.13
H 7.46 0.51 1.31
*
```